(1)
Density functional theory data (the ωB97M-V functional and the def2-TZVPD basis) for a 2-piece molecular cluster, C4H15N3O overall at a distorted geometry.

Last column: natural (NBO) charge in e.
Positions of all 23 atoms, in Å:
N -1.63005 -1.79006 1.13835  -0.865
C -1.29490 -1.30715 -0.20482  -0.242
C -1.84158 0.40705 -0.27668  0.167
N -1.60067 1.03693 -1.50206  -0.853
N -1.22956 0.96561 0.87116  -0.928
H -2.58496 -2.13450 1.18081  0.365
H -1.02689 -2.57431 1.36497  0.365
H -0.31321 -1.65619 -0.53197  0.192
H -1.95077 -1.72960 -0.97872  0.166
H -2.92769 0.28713 -0.15940  0.128
H -0.86459 0.64698 -2.07652  0.379
H -1.31589 2.00924 -1.39006  0.357
H -1.22066 1.97650 0.95158  0.371
H -1.28865 0.28999 1.64123  0.417
C 3.33299 0.31994 0.01685  -0.648
C 1.83090 0.13832 -0.08647  -0.062
O 1.14332 1.27817 -0.60412  -0.752
H 3.68178 1.35359 -0.03522  0.223
H 3.71198 -0.05695 0.96737  0.211
H 3.78388 -0.28269 -0.77273  0.205
H 1.64447 -0.81755 -0.60063  0.160
H 1.28337 -0.10838 0.96815  0.158
H 0.67739 1.74792 0.11893  0.486

total charge: 0
maximum force: 4.24 eV/Å
electronic energy: -10906.9516 eV
relative energy (zero: lowest compared OMol25 entry of this formula, charge and spin): 249.7 kJ/mol
SMILES string: NCC(N)N.CCO
HOMO energy: -8.213 eV



(2)
Density functional theory data (the ωB97M-V functional and the def2-TZVPD basis) for a 3-piece molecular cluster, C4H15N3O overall at a distorted geometry.

Last column: natural (NBO) charge in e.
Positions of all 23 atoms, in Å:
C -1.20220 1.82963 1.41317  -0.044
N 0.12161 1.99259 0.84514  -0.864
N -2.12048 1.40781 0.35158  -0.851
H 0.58396 1.09260 0.74222  0.393
H 0.69948 2.57002 1.44180  0.360
H -2.09708 2.09167 -0.39920  0.361
H -3.07247 1.35379 0.70056  0.357
H -1.49477 2.78901 1.86794  0.149
H -1.25209 1.06104 2.19910  0.154
C 2.29600 -1.74329 0.58959  -0.307
C 0.74792 -0.23083 -1.84162  -0.469
C -0.95732 -1.50646 -0.74513  -0.495
N 0.44671 -1.22161 -0.83764  -0.150
O 1.35884 -0.78844 0.74069  -0.479
H 1.82182 -2.28813 -0.35076  0.247
H 2.33723 -2.44743 1.43666  0.172
H 3.28499 -1.37564 0.27251  0.157
H 0.40433 -0.56222 -2.82793  0.219
H 0.24746 0.71554 -1.59869  0.208
H -1.11660 -2.32782 -0.04644  0.204
H 1.82340 -0.05399 -1.86245  0.211
H -1.47456 -0.60484 -0.36721  0.247
H -1.38617 -1.75299 -1.72390  0.220

total charge: 0
maximum force: 3.64 eV/Å
electronic energy: -10904.6610 eV
relative energy (zero: lowest compared OMol25 entry of this formula, charge and spin): 470.7 kJ/mol
HOMO energy (alpha / beta): -8.791 / -8.790 eV



(3)
Density functional theory data (the ωB97M-V functional and the def2-TZVPD basis) for C4H15N3O as an isolated structure at a distorted geometry.

Last column: natural (NBO) charge in e.
Positions of all 23 atoms, in Å:
C 0.73122 1.19541 -1.40801  -0.289
N -0.54379 0.84356 -1.99316  -0.562
C -1.84556 0.63156 -0.70236  -0.441
C -1.59745 -0.52648 0.22995  -0.244
N -1.55086 -0.37512 1.66317  -0.867
C 1.59368 0.00773 -0.90168  -0.256
N 2.17701 0.31782 0.40724  -0.831
H 1.24817 1.96173 -2.10442  0.204
H 0.51243 1.59200 -0.31847  0.195
H -1.39193 1.56219 -1.35580  0.393
H -2.18983 1.48260 -0.09685  0.237
H -2.54470 0.20344 -1.44780  0.246
H -0.62245 -0.80184 -0.00658  0.216
H -2.17717 -1.47451 -0.06634  0.174
H -2.44714 -0.62428 2.04643  0.352
H 1.29734 -0.22060 2.87784  0.395
H 0.98790 -0.87846 -0.85468  0.196
H 2.31485 -0.24252 -1.73681  0.189
H 1.81383 -0.45799 0.98682  0.373
H 3.20133 0.15603 0.46930  0.364
H -0.79091 -0.98570 1.98548  0.387
H 1.05163 -0.75248 2.35587  0.013
O 0.73359 -1.73409 1.67723  -0.445

total charge: 0
maximum force: 4.22 eV/Å
electronic energy: -10896.1384 eV
relative energy (zero: lowest compared OMol25 entry of this formula, charge and spin): 1293.0 kJ/mol
HOMO energy: -8.326 eV



(4)
Density functional theory data (the ωB97M-V functional and the def2-TZVPD basis) for a 2-piece molecular cluster, C4H15N3O overall at a distorted geometry.

Last column: natural (NBO) charge in e.
Positions of all 23 atoms, in Å:
N -2.78806 0.10574 0.82795  -0.878
C -2.25225 0.35553 -0.52869  -0.219
C -1.33467 -0.80361 -1.03193  -0.429
C -0.22255 -1.16680 -0.14986  -0.238
N 0.62269 0.02079 0.23147  -0.672
C 1.85043 -0.31517 1.01615  -0.064
N 2.23118 0.99997 1.54792  -0.823
H -2.01934 0.28413 1.47483  0.377
H -3.46340 -0.66382 0.86585  0.383
H -1.54047 1.21228 -0.54629  0.191
H -2.96884 0.46611 -1.37455  0.195
H -0.83606 -0.60645 -2.00308  0.200
H -2.12626 -1.57828 -1.20048  0.204
H -0.65608 -1.47607 0.84502  0.172
H 0.46775 -1.91410 -0.56896  0.204
H 0.22593 0.59660 1.01961  0.366
H 2.41797 -0.92100 0.26018  0.171
H 1.61782 -1.08094 1.81805  0.152
H 2.77256 1.41877 0.74560  0.382
H 3.00646 0.71729 2.16693  0.354
O 2.06234 1.50877 -1.65524  -0.983
H 1.70523 1.69222 -2.53105  0.460
H 1.22763 1.14804 -1.22942  0.495

total charge: 0
maximum force: 3.61 eV/Å
electronic energy: -10907.6204 eV
relative energy (zero: lowest compared OMol25 entry of this formula, charge and spin): 185.2 kJ/mol
SMILES string: NCCCNCN.O
HOMO energy: -9.013 eV



(5)
Density functional theory data (the ωB97M-V functional and the def2-TZVPD basis) for C4H15N4 as an isolated structure at a distorted geometry.

Last column: natural (NBO) charge in e.
Positions of all 23 atoms, in Å:
C -1.28262 2.21886 -1.10602  -0.406
C 0.52703 -2.36179 0.05555  -0.451
C 1.98623 -0.51793 -0.31689  -0.454
C -0.45641 0.03098 -0.44344  0.278
N -0.75066 0.90343 2.05864  -0.644
N -0.14797 1.35544 -0.59207  -0.673
N -0.75497 -0.31076 1.41255  -0.533
N 0.75779 -1.10793 -0.71139  -0.398
H -1.47040 2.21075 -2.11423  0.213
H -2.26185 1.99596 -0.63734  0.197
H -0.94280 3.25799 -0.88926  0.230
H 0.08014 -2.08842 1.02097  0.273
H -0.24005 -3.09452 -0.42692  0.243
H 1.57671 -2.79130 0.19731  0.239
H 2.11453 -0.50584 0.80695  0.239
H 2.93166 -0.95981 -0.87203  0.249
H 1.81189 0.48939 -0.61844  0.238
H -1.31099 -0.27765 -1.06006  0.209
H 0.04987 0.92518 2.64822  0.365
H -1.52142 1.17164 2.49037  0.362
H 0.21629 1.80053 0.30953  0.418
H -1.56647 -0.84768 1.55159  0.360
H 0.70954 -1.06901 -1.76778  0.445

total charge: +1
maximum force: 5.23 eV/Å
electronic energy: -10341.3653 eV
relative energy (zero: lowest compared OMol25 entry of this formula, charge and spin): 522.6 kJ/mol
HOMO energy: -12.527 eV



(6)
Density functional theory data (the ωB97M-V functional and the def2-TZVPD basis) for a 2-piece molecular cluster, C4H15N4 overall at a distorted geometry.

Last column: natural (NBO) charge in e.
Positions of all 23 atoms, in Å:
C 1.76942 -1.80878 -0.51654  -0.399
C -2.12874 -0.97808 0.49247  -0.440
C -1.67876 1.43128 -0.35134  -0.415
C 0.08655 -0.23048 -0.39926  0.278
N 1.65957 1.55242 0.83045  -0.731
N 0.85237 -1.03806 0.35425  -0.645
N 1.06581 1.51392 -0.50915  -0.503
N -1.19370 0.18034 0.32370  -0.383
H 1.23458 -2.21670 -1.26621  0.205
H 2.55692 -1.17174 -0.94850  0.183
H 2.33031 -2.54567 -0.04026  0.231
H -2.24235 -1.39652 -0.51342  0.225
H -1.61982 -1.72723 1.12439  0.252
H -3.21689 -0.78737 0.92420  0.264
H -1.73146 1.25841 -1.40181  0.224
H -2.71086 1.58323 0.07206  0.225
H -0.93739 2.25098 -0.09893  0.278
H -0.32517 -0.57818 -1.42260  0.223
H 1.57207 2.39294 1.32725  0.385
H 2.61996 1.22263 0.86979  0.368
H 1.14394 -0.60357 1.17201  0.405
H 1.73481 1.22384 -1.20660  0.350
H -0.84118 0.47241 1.18404  0.420

total charge: +1
maximum force: 4.00 eV/Å
electronic energy: -10341.7070 eV
relative energy (zero: lowest compared OMol25 entry of this formula, charge and spin): 489.6 kJ/mol
HOMO energy: -12.462 eV



> relative energy (zero: lowest compared OMol25 entry of this formula, charge and spin) of number 2 (C4H15N3O)?

470.7 kJ/mol



Please write out number 6 again, unchanged.
Density functional theory data (the ωB97M-V functional and the def2-TZVPD basis) for a 2-piece molecular cluster, C4H15N4 overall at a distorted geometry.

Last column: natural (NBO) charge in e.
Positions of all 23 atoms, in Å:
C 1.76942 -1.80878 -0.51654  -0.399
C -2.12874 -0.97808 0.49247  -0.440
C -1.67876 1.43128 -0.35134  -0.415
C 0.08655 -0.23048 -0.39926  0.278
N 1.65957 1.55242 0.83045  -0.731
N 0.85237 -1.03806 0.35425  -0.645
N 1.06581 1.51392 -0.50915  -0.503
N -1.19370 0.18034 0.32370  -0.383
H 1.23458 -2.21670 -1.26621  0.205
H 2.55692 -1.17174 -0.94850  0.183
H 2.33031 -2.54567 -0.04026  0.231
H -2.24235 -1.39652 -0.51342  0.225
H -1.61982 -1.72723 1.12439  0.252
H -3.21689 -0.78737 0.92420  0.264
H -1.73146 1.25841 -1.40181  0.224
H -2.71086 1.58323 0.07206  0.225
H -0.93739 2.25098 -0.09893  0.278
H -0.32517 -0.57818 -1.42260  0.223
H 1.57207 2.39294 1.32725  0.385
H 2.61996 1.22263 0.86979  0.368
H 1.14394 -0.60357 1.17201  0.405
H 1.73481 1.22384 -1.20660  0.350
H -0.84118 0.47241 1.18404  0.420

total charge: +1
maximum force: 4.00 eV/Å
electronic energy: -10341.7070 eV
relative energy (zero: lowest compared OMol25 entry of this formula, charge and spin): 489.6 kJ/mol
HOMO energy: -12.462 eV